74
Properties=species:S:1:pos:R:3 method="wB97M-V/def2-TZVPD" total_charge=+1 largest_force_ev_per_a=6.767 homo_lumo_gap_ev=1.642
C -4.71 -4.44 -1.68
C -5.08 -3.27 -1.16
C -5.40 -1.97 -0.26
O -4.91 -2.25 1.10
S -4.09 -0.92 1.77
O -4.33 -1.07 3.27
O -2.41 -1.07 1.60
N -2.15 -0.44 0.41
C -1.00 0.51 0.51
C 0.26 0.38 1.51
O -1.05 1.53 -0.30
C -2.00 -1.42 -0.69
C -1.22 -2.82 -0.62
O -2.57 -1.12 -1.79
H -4.28 -5.51 -1.76
H -4.89 -1.06 -0.74
H -6.57 -1.82 -0.24
H 1.21 0.60 0.88
H 0.42 -0.67 1.95
H 0.17 1.21 2.30
H -0.34 -2.84 -1.37
H -1.93 -3.67 -0.91
H -0.89 -3.00 0.46
Al -4.48 0.91 -0.85
O -4.73 -2.31 -3.66
H -3.97 -1.92 -3.23
N 2.01 -4.77 0.46
C 2.99 -3.88 0.16
C 3.53 -3.42 1.35
C 2.84 -4.07 2.40
C 1.91 -4.90 1.82
H 1.44 -5.26 -0.22
H 3.23 -3.63 -0.86
H 4.33 -2.70 1.45
H 3.01 -3.95 3.46
H 1.19 -5.57 2.26
F -5.70 -5.36 0.13
O 2.52 -0.77 0.52
H 2.33 -1.01 -0.38
F -0.03 0.79 -4.83
C -0.06 2.12 -4.65
C 0.15 2.96 -5.73
C 0.11 4.34 -5.55
C -0.12 4.86 -4.27
C -0.32 4.01 -3.19
C -0.29 2.63 -3.38
H 0.34 2.54 -6.71
H 0.27 5.01 -6.39
H -0.14 5.93 -4.13
H -0.49 4.41 -2.20
H -0.46 1.95 -2.56
Be -5.96 -3.38 2.24
Br -8.01 -0.92 0.52
C -1.31 5.36 2.59
C -1.19 3.85 2.47
O -0.46 3.45 3.63
S -0.82 4.46 4.86
O -1.83 3.84 5.67
O 0.41 4.96 5.40
O -1.52 5.62 3.98
H -0.39 5.85 2.29
H -2.14 5.75 2.00
H -0.67 3.53 1.57
H -2.17 3.37 2.51
C 6.10 0.00 1.23
S 6.78 -0.16 -0.44
O 6.90 -1.62 -0.73
C 8.43 0.45 -0.03
H 5.08 -0.37 1.22
H 6.70 -0.59 1.93
H 6.11 1.05 1.53
H 8.88 -0.17 0.75
H 8.36 1.49 0.30
H 9.04 0.41 -0.93

54
Properties=species:S:1:pos:R:3 method="wB97M-V/def2-TZVPD" e_above_lowest_kcal_mol=0.0 largest_force_ev_per_a=0.983 homo_lumo_gap_ev=10.980
C 1.45 0.23 1.40
O 2.83 0.46 1.01
C 0.56 0.17 0.19
H 1.53 -0.74 1.88
H 1.18 1.01 2.10
H 2.85 1.18 0.38
H 0.68 -0.80 -0.31
H -0.48 0.19 0.50
H 0.78 0.94 -0.55
H -3.02 3.58 0.54
H -2.64 2.15 -0.03
O -2.39 2.86 0.64
H 2.90 -0.18 3.52
H 2.97 -1.27 4.57
O 2.36 -0.64 4.18
H 3.34 -1.07 0.32
H 2.74 -2.49 0.38
O 3.44 -1.96 -0.05
H -1.89 1.38 -4.16
H -0.76 1.79 -3.15
O -1.55 1.18 -3.28
H -0.24 -1.82 -2.71
H -1.31 -0.61 -3.07
O -1.17 -1.56 -2.87
H -1.72 -2.39 0.74
H -1.20 -2.08 2.18
O -1.23 -2.78 1.48
H 0.89 -3.04 -1.34
H 2.12 -2.21 -1.59
O 1.31 -2.50 -2.04
H -0.21 -0.77 3.90
H -1.43 0.03 3.37
O -1.07 -0.88 3.49
H -2.73 2.04 3.67
H -2.11 2.13 2.26
O -1.96 1.75 3.17
H 0.33 -3.13 1.06
H 1.24 -4.37 1.01
O 1.20 -3.45 0.68
H -2.00 -1.73 -1.46
H -3.36 -2.26 -0.88
O -2.60 -1.69 -0.66
H 1.90 -0.05 -3.08
H 3.09 0.74 -2.54
O 2.34 0.82 -3.14
H -3.05 0.21 -0.84
H -2.65 1.19 -1.92
O -3.22 1.13 -1.12
H 1.24 2.15 -3.11
H 0.47 3.16 -2.18
O 0.48 2.78 -3.07
H -0.78 3.36 0.09
H 0.46 4.14 0.61
O 0.08 3.75 -0.18

22
Properties=species:S:1:pos:R:3 method="wB97M-V/def2-TZVPD" total_charge=+1 s2=0.755 e_above_lowest_kcal_mol=49.6 largest_force_ev_per_a=2.185 multiplicity=2 homo_lumo_gap_ev="11.000 / 5.594"
N -1.60 -0.45 -0.94
C -0.49 0.10 -0.29
C -0.11 -0.74 0.95
C 0.74 -1.93 0.43
O -0.05 -2.93 -0.17
C -0.74 1.61 0.17
N -1.11 2.41 -0.92
H -1.93 0.12 -1.72
H -2.38 -0.66 -0.32
H -0.63 -2.56 -0.83
H 0.34 0.05 -0.98
H -1.04 -1.21 1.26
H 0.28 -0.23 1.82
H 1.45 -1.57 -0.31
H 1.28 -2.42 1.23
H 0.17 1.94 0.63
H -1.54 1.64 0.90
H -1.73 3.18 -0.71
H -0.32 2.78 -1.44
H 3.54 -0.40 0.28
H 2.93 1.05 0.23
O 2.94 0.22 0.72

108
Properties=species:S:1:pos:R:3 method="wB97M-V/def2-TZVPD" total_charge=+2 e_above_lowest_kcal_mol=0.0 largest_force_ev_per_a=2.638 homo_lumo_gap_ev=8.129
Sc -1.77 1.12 -0.02
C -1.51 2.32 -2.98
C -1.72 3.66 -2.23
O -1.32 3.37 -0.86
C -1.46 4.45 0.09
C -2.84 4.41 0.73
O -3.10 3.06 1.13
C -4.51 2.81 1.20
C -4.79 1.38 0.77
O -3.98 1.00 -0.36
C -4.45 1.25 -1.67
C -3.38 0.67 -2.61
O -2.10 1.24 -2.20
H -0.42 2.07 -2.96
H -1.88 2.40 -4.00
H -2.78 3.87 -2.27
H -1.07 4.42 -2.69
H -1.30 5.47 -0.31
H -0.67 4.39 0.79
H -3.63 4.77 0.09
H -2.78 5.10 1.56
H -5.06 3.46 0.52
H -4.86 2.92 2.21
H -5.82 1.21 0.45
H -4.56 0.73 1.60
H -4.68 2.36 -1.80
H -5.31 0.56 -1.83
H -3.66 1.04 -3.60
H -3.23 -0.45 -2.59
C 3.59 0.55 -5.31
O 3.23 0.56 -3.94
C 3.89 -0.30 -3.10
C 5.12 -0.88 -3.44
C 5.90 -1.63 -2.55
C 5.54 -1.59 -1.19
C 4.37 -0.92 -0.82
C 3.57 -0.28 -1.74
N 2.54 0.57 -1.24
C 1.24 0.38 -1.02
N 0.74 -0.79 -1.47
C -0.40 -1.53 -1.16
C -1.42 -0.97 -0.41
C -2.46 -1.86 -0.03
C -2.49 -3.18 -0.44
C -1.40 -3.74 -1.10
C -0.34 -2.88 -1.40
O 0.84 -3.31 -1.92
C 0.91 -4.60 -2.50
N 0.47 1.29 -0.44
C 1.11 2.47 0.08
C 1.26 2.63 1.44
C 1.71 3.85 1.94
C 2.16 4.82 1.13
C 2.05 4.67 -0.25
C 1.53 3.53 -0.79
O 1.46 3.27 -2.12
C 1.90 4.25 -3.06
H 2.83 1.06 -5.82
H 3.72 -0.45 -5.68
H 4.51 1.17 -5.43
H 5.49 -0.83 -4.44
H 6.77 -2.20 -2.89
H 6.13 -2.03 -0.39
H 4.13 -0.79 0.25
H 2.84 1.52 -1.09
H 1.45 -1.30 -1.90
H -3.36 -1.51 0.51
H -3.33 -3.80 -0.15
H -1.35 -4.81 -1.36
H 1.96 -4.65 -2.80
H 0.24 -4.72 -3.34
H 0.69 -5.35 -1.77
H 1.06 1.85 2.12
H 1.73 4.00 3.03
H 2.63 5.71 1.56
H 2.52 5.39 -0.97
H 1.56 3.91 -3.99
H 3.00 4.34 -3.11
H 1.43 5.20 -2.87
C 2.18 -2.81 1.62
C 2.01 -1.60 2.56
C 0.78 -0.75 2.34
N -0.47 -1.55 2.56
C -1.66 -1.03 2.79
S -2.00 0.62 2.58
N -2.68 -1.87 3.10
C -2.67 -3.31 3.27
O -3.57 -3.93 2.76
C -1.69 -3.88 4.20
C -1.18 -3.06 5.23
C -0.22 -3.53 6.13
C 0.27 -4.80 5.90
C -0.31 -5.67 4.97
C -1.25 -5.18 4.06
H 3.18 -3.22 1.97
H 2.31 -2.51 0.59
H 1.42 -3.56 1.67
H 2.87 -0.90 2.54
H 2.05 -1.88 3.61
H 0.79 -0.25 1.39
H 0.84 0.09 2.98
H -0.36 -2.53 2.73
H -3.60 -1.44 2.94
H -1.54 -2.06 5.41
H 0.31 -2.85 6.74
H 1.04 -5.21 6.50
H 0.10 -6.68 4.84
H -1.54 -5.79 3.23

7
Properties=species:S:1:pos:R:3 method="wB97M-V/def2-TZVPD" e_above_lowest_kcal_mol=1.9 largest_force_ev_per_a=1.530 smiles="CC=S" homo_lumo_gap_ev=8.596
C 0.28 -0.58 -0.22
C -0.36 0.71 0.18
S 0.17 1.69 1.38
H 0.50 -0.56 -1.27
H -0.45 -1.41 -0.06
H 1.17 -0.82 0.35
H -1.31 0.98 -0.36

22
Properties=species:S:1:pos:R:3 method="wB97M-V/def2-TZVPD" e_above_lowest_kcal_mol=0.0 largest_force_ev_per_a=3.640 smiles="C[C@@H]1NC(=S)N2[C@H](C)NC(=S)N12" homo_lumo_gap_ev=8.959
C -0.09 -1.80 2.05
C -0.33 -1.69 0.51
N 0.91 -1.90 -0.29
C 1.58 -0.78 -0.59
S 2.86 -0.27 -1.39
N 0.49 0.33 0.24
C 0.32 1.45 -0.68
C 0.10 2.85 0.01
N -0.82 0.98 -1.47
C -1.38 -0.13 -0.90
S -2.82 -0.76 -1.36
N -0.71 -0.39 0.28
H 0.87 -1.26 2.25
H -0.16 -2.81 2.38
H -0.88 -1.21 2.43
H -1.17 -2.30 0.26
H 1.15 -2.89 -0.61
H 1.25 1.43 -1.35
H -0.85 2.86 0.56
H 0.01 3.70 -0.73
H 0.94 3.07 0.72
H -1.28 1.51 -2.33

14
Properties=species:S:1:pos:R:3 method="wB97M-V/def2-TZVPD" total_charge=-1 s2=0.754 e_above_lowest_kcal_mol=18.5 largest_force_ev_per_a=1.144 multiplicity=2 homo_lumo_gap_ev="3.895 / 7.064"
C -1.65 0.26 0.65
N -0.67 -0.38 0.00
C -0.98 -1.11 -1.19
C 0.76 -0.33 0.50
C 1.77 -0.06 -0.60
O 2.53 0.97 -0.70
O -1.55 0.98 1.63
H -2.63 0.06 0.16
H -2.05 -1.20 -1.35
H -0.54 -0.63 -2.07
H -0.51 -2.10 -1.20
H 0.93 -1.27 1.04
H 0.73 0.53 1.17
H 1.79 -0.91 -1.33

63
Properties=species:S:1:pos:R:3 method="wB97M-V/def2-TZVPD" total_charge=-2 e_above_lowest_kcal_mol=14.2 largest_force_ev_per_a=3.904 homo_lumo_gap_ev=5.780
Cd -0.24 -2.59 -0.12
O -2.42 4.31 3.02
C -1.65 3.94 2.12
O -1.70 4.25 0.90
C -0.51 3.02 2.47
C 0.41 3.39 3.40
C 1.65 2.81 3.42
C 1.84 1.66 2.63
C 0.76 1.23 1.83
N -0.37 1.88 1.76
C 0.83 -0.18 1.15
O 1.71 -0.96 1.46
O -0.13 -0.42 0.35
H 0.10 4.18 4.09
H 2.39 3.14 4.14
H 2.79 1.14 2.53
C 1.01 -4.43 -4.23
C 0.88 -4.17 -2.82
S -0.62 -3.43 -2.40
C 1.76 -4.62 -1.94
C 3.02 -5.34 -2.34
S 1.70 -4.10 -0.26
H 0.67 -5.45 -4.54
H 2.04 -4.34 -4.53
H 0.52 -3.64 -4.82
H 3.02 -6.21 -1.73
H 3.90 -4.75 -1.98
H 3.18 -5.69 -3.36
C -0.51 0.15 -3.68
N -0.32 1.19 -2.64
C -1.30 1.93 -2.00
Se -3.14 1.57 -2.05
N -0.72 2.82 -1.21
C 0.68 2.63 -1.28
C 1.72 3.24 -0.59
C 2.99 2.78 -0.95
C 3.19 1.86 -2.02
C 2.17 1.26 -2.66
C 0.95 1.67 -2.26
H -0.56 0.51 -4.70
H -1.35 -0.45 -3.41
H 0.33 -0.58 -3.61
H -1.16 3.26 -0.45
H 1.55 3.95 0.24
H 3.79 3.24 -0.34
H 4.22 1.68 -2.35
H 2.37 0.46 -3.33
C -1.14 -0.84 4.50
C -1.69 -0.46 3.14
S -2.73 -1.73 2.28
O -1.70 -2.72 1.81
C -3.37 -0.58 0.89
C -4.40 0.43 1.34
H -0.38 -0.14 4.81
H -0.67 -1.85 4.42
H -1.95 -0.95 5.32
H -0.91 -0.23 2.45
H -2.23 0.50 3.19
H -3.82 -1.26 0.20
H -2.48 -0.13 0.46
H -5.44 0.04 1.42
H -4.42 1.25 0.59
H -4.09 0.89 2.28

118
Properties=species:S:1:pos:R:3 method="wB97M-V/def2-TZVPD" total_charge=+1 s2=3.781 largest_force_ev_per_a=1.394 multiplicity=4 homo_lumo_gap_ev="6.458 / 6.670"
Tc -0.67 0.52 0.36
C 2.23 -4.69 -2.79
C 2.46 -3.31 -3.44
C 3.31 -3.46 -4.70
C 3.14 -2.44 -2.40
C 4.52 -2.44 -2.20
C 5.10 -1.72 -1.18
C 4.31 -0.96 -0.32
C 2.94 -0.92 -0.51
P 1.84 0.21 0.43
C 2.49 -0.08 2.11
C 1.78 -0.99 2.90
C 2.20 -1.28 4.18
C 3.34 -0.69 4.69
C 4.07 0.19 3.91
C 3.65 0.49 2.63
C 2.66 1.77 -0.08
C 2.83 2.83 0.80
C 3.41 4.01 0.36
C 3.79 4.15 -0.96
C 3.59 3.11 -1.85
C 3.03 1.92 -1.42
C 2.37 -1.66 -1.54
O 1.02 -1.52 -1.66
C 0.45 -1.93 -2.83
C -0.86 -1.49 -3.02
C -1.56 -1.89 -4.15
C -0.92 -2.66 -5.10
C 0.39 -3.07 -4.91
C 1.09 -2.74 -3.76
P -1.69 -0.58 -1.66
C -2.77 -1.99 -1.21
C -4.16 -2.03 -1.30
C -4.85 -3.14 -0.86
C -4.17 -4.23 -0.35
C -2.79 -4.23 -0.31
C -2.09 -3.11 -0.73
C -2.73 0.61 -2.58
C -3.89 1.14 -2.03
C -4.56 2.17 -2.66
C -4.07 2.71 -3.84
C -2.93 2.18 -4.41
C -2.26 1.13 -3.79
H 3.19 -5.13 -2.51
H 1.72 -5.36 -3.48
H 1.63 -4.59 -1.89
H 4.27 -3.90 -4.47
H 3.47 -2.49 -5.17
H 2.83 -4.11 -5.42
H 5.16 -3.02 -2.85
H 6.17 -1.74 -1.05
H 4.77 -0.40 0.48
H 0.90 -1.46 2.48
H 1.64 -1.99 4.78
H 3.67 -0.91 5.70
H 4.97 0.64 4.30
H 4.24 1.17 2.03
H 2.53 2.72 1.83
H 3.57 4.82 1.06
H 4.25 5.07 -1.29
H 3.89 3.22 -2.89
H 2.90 1.11 -2.11
H -2.59 -1.60 -4.28
H -1.45 -2.96 -5.99
H 0.84 -3.70 -5.66
H -4.70 -1.21 -1.75
H -5.93 -3.15 -0.93
H -4.72 -5.09 0.01
H -2.25 -5.09 0.05
H -1.01 -3.09 -0.68
H -4.28 0.75 -1.10
H -5.45 2.58 -2.21
H -4.58 3.52 -4.31
H -2.54 2.58 -5.33
H -1.38 0.72 -4.26
O 0.26 -0.47 8.15
C 0.65 0.68 7.59
O 1.23 1.52 8.23
C 0.33 0.88 6.14
C 0.98 2.00 5.50
C 0.75 2.33 4.22
C -0.24 1.63 3.41
C -0.90 0.47 4.06
C -0.51 0.11 5.42
N -0.18 1.80 2.02
C -0.12 3.07 1.60
C -0.07 3.39 0.24
C 0.08 4.71 -0.24
C 0.17 4.93 -1.59
C 0.14 3.83 -2.47
C -0.01 2.57 -1.94
N -0.15 2.33 -0.64
H -0.19 -1.07 7.53
H 1.70 2.53 6.10
H 1.31 3.13 3.76
H -1.25 -0.35 3.46
H -1.00 -0.78 5.81
H -0.12 3.88 2.32
H 0.10 5.52 0.47
H 0.26 5.94 -1.98
H 0.21 3.98 -3.53
H -0.01 1.70 -2.58
C -4.77 0.99 1.69
C -3.40 0.53 1.35
N -2.54 1.25 0.65
O -2.98 2.52 0.29
C -2.89 -0.74 1.72
C -3.69 -1.78 2.43
N -1.62 -0.89 1.36
O -0.93 -1.93 1.54
H -4.87 2.05 1.50
H -4.97 0.79 2.74
H -5.51 0.44 1.10
H -2.25 2.96 -0.17
H -4.57 -2.03 1.85
H -4.02 -1.42 3.40
H -3.09 -2.67 2.56
S -2.05 1.90 4.02

18
Properties=species:S:1:pos:R:3 method="wB97M-V/def2-TZVPD" e_above_lowest_kcal_mol=38.5 largest_force_ev_per_a=2.222 smiles=CN[C@H]1C[C@@H](Cl)[C@H]1O homo_lumo_gap_ev=10.287
C -0.20 -1.26 -2.05
N -0.16 -1.14 -0.60
C 0.56 0.07 -0.18
C -0.40 1.27 -0.07
C -0.07 1.44 1.35
Cl -1.51 1.53 2.40
C 0.72 0.12 1.36
O 0.13 -0.98 2.04
H -0.52 -2.26 -2.37
H -0.91 -0.48 -2.34
H 0.77 -1.00 -2.51
H 0.31 -1.93 -0.14
H 1.36 0.36 -0.88
H -1.38 0.80 -0.17
H -0.40 2.15 -0.73
H 0.61 2.29 1.57
H 1.72 0.28 1.84
H -0.64 -1.25 1.49